Molecular formula: C40H46BrCoN9O2P
Method: DFT, wB97M-V/def2-TZVPD

Values from the calculation:
Maximum force (eV/A): 2.6
Spin multiplicity: 2
<S²>: 0.8310
Total charge: -1
Total energy (Eh): -6493.19849

The geometry in XYZ format:
```
100
Properties=species:S:1:pos:R:3:forces:R:3:mulliken_spin:R:1
H -2.16478 -4.96958 -2.85397 -0.12 -0.12 -0.10 0.0000
Br 2.43182 0.90452 1.46113 -0.14 0.18 0.18 -0.0009
C -2.38198 4.54122 -3.03527 -0.53 0.39 -0.15 -0.0105
H 4.41902 -1.98908 6.82863 0.00 0.04 0.01 0.0000
C -6.14868 1.94022 0.98543 -0.17 0.18 0.05 -0.0007
C -2.82378 0.19272 -3.72407 0.16 0.00 -0.18 -0.0003
H -7.54548 0.61702 1.92323 -0.07 -0.05 -0.03 0.0000
H -1.90798 1.41562 -5.22497 -0.01 -0.04 0.10 0.0002
C -1.66228 -2.85698 -2.33957 -0.13 -0.02 0.00 0.0028
N 0.05272 -1.51128 0.77243 0.96 -0.33 -0.03 -0.0072
C -2.40598 3.31442 -3.67697 0.06 -0.02 0.14 0.0075
H 2.80292 4.04162 -0.58727 0.17 0.11 0.07 -0.0004
C 4.70822 -2.58798 -1.66877 0.26 -0.42 -0.08 -0.0007
C -0.64228 -1.57198 1.93393 -0.23 -0.11 0.06 -0.0060
H 2.21842 -1.52048 5.85443 -0.05 0.02 0.01 0.0000
H -2.82418 -1.01198 0.27263 -0.15 0.13 -0.09 -0.0045
C 1.02462 -2.42168 0.87693 -1.06 -0.59 0.08 -0.0117
C 0.28522 -3.32048 -1.56827 -1.06 0.00 -0.23 0.0029
N -0.06098 1.42182 -1.61967 1.11 2.30 -0.69 0.0490
C 4.01432 0.90012 4.31153 -0.48 -0.05 0.08 -0.0005
C 2.00182 3.57822 -1.16377 0.03 0.11 0.09 -0.0072
C -1.51748 -4.20838 -2.46727 0.33 -0.23 0.08 0.0030
H -4.51658 3.03232 0.12653 0.07 0.15 -0.14 -0.0004
H -6.02958 -1.35028 1.79053 -0.05 -0.08 0.02 -0.0001
H 1.07812 4.63722 1.20503 0.22 0.08 0.27 0.0003
C 3.78122 -0.38688 -2.41427 -0.01 0.18 -0.07 0.0037
C -4.44368 -0.26308 0.87363 -0.29 0.21 0.01 0.0003
C -5.72338 -0.38258 1.41823 0.13 -0.19 -0.03 -0.0003
H 0.75582 0.20522 4.82693 -0.06 0.15 0.04 -0.0004
H -2.62818 -0.09258 -2.69417 -0.04 -0.10 0.16 0.0000
H 6.36942 -0.57088 6.23613 0.08 -0.08 0.02 0.0000
C 0.33772 -5.79568 -1.86917 0.34 -0.61 0.23 -0.0003
C -0.64718 2.42412 -2.21497 -0.01 -0.82 0.08 -0.0026
C -0.14248 1.17412 2.60553 -1.72 0.62 -0.31 -0.0101
C 1.57692 0.41482 4.14723 -1.20 0.63 -1.38 -0.0067
C -6.56298 0.71412 1.47943 -0.05 0.03 0.01 0.0004
H 4.69052 -3.02748 -0.67157 0.03 0.03 -0.05 0.0000
C -4.01268 0.99182 0.41953 0.31 -0.11 0.02 0.0011
H -1.51578 -0.97828 2.10613 -0.12 0.13 -0.01 -0.0016
H -0.51828 -0.55128 -5.09157 -0.02 -0.12 -0.20 -0.0003
C 2.57632 0.23072 -2.25397 0.15 0.15 -0.13 -0.0059
C 0.32372 4.15692 0.58643 0.13 0.00 -0.19 0.0033
N 3.68172 -1.59428 -1.79067 -0.18 0.11 0.16 -0.0013
C 2.88782 0.13352 4.65033 1.17 -0.35 0.48 0.0027
H -1.25888 5.75352 -1.69117 0.10 0.17 0.05 0.0007
H -0.13338 -6.49198 -2.56317 0.06 0.07 0.03 0.0001
H 4.56152 -3.38578 -2.40167 0.10 0.00 0.03 0.0000
H 1.40422 -5.71198 -2.10057 -0.21 -0.14 -0.02 -0.0001
H 1.91072 2.53812 -0.87117 0.00 -0.12 -0.05 0.0129
H -0.37938 -2.82128 3.75303 0.02 -0.05 0.12 -0.0003
C -4.87048 2.07342 0.47293 -0.01 -0.11 0.03 0.0015
C 1.84202 -4.08828 2.52703 0.34 -0.60 0.07 -0.0002
H -3.75908 0.75062 -3.75007 -0.06 0.04 -0.01 0.0005
H 0.80982 5.34732 -1.12157 -0.02 -0.11 0.00 0.0001
H 5.68422 -2.13288 -1.82757 -0.05 0.03 -0.02 0.0001
H -2.92578 -0.69138 -4.35497 -0.12 -0.27 -0.07 -0.0009
C 2.42682 -1.67328 -1.27257 0.04 -0.56 -0.29 -0.0042
C 4.30612 -1.17208 6.12473 0.39 -0.08 0.21 0.0006
H 1.85562 -4.13158 3.61613 -0.04 0.02 -0.08 0.0000
H 1.55832 -5.06928 2.12303 0.04 0.13 0.18 -0.0001
C 0.67852 4.27962 -0.89087 -0.04 -0.19 0.06 0.0054
C 5.40472 -0.39198 5.78473 -0.06 -0.06 -0.06 -0.0005
H -2.47498 1.49552 2.10963 0.21 0.08 -0.20 -0.0007
H -3.09258 5.31802 -3.27977 -0.06 0.09 -0.06 -0.0012
O -2.00508 0.04742 -0.49027 -0.32 -0.84 0.48 0.0365
C -0.38868 0.22462 -4.33647 -0.19 -0.03 0.07 0.0153
C -1.54618 2.28822 -3.34317 -0.15 0.35 -0.53 0.0194
H -2.48588 2.02362 -0.68937 0.00 -0.22 0.11 -0.0034
C -0.45568 3.79252 -1.76717 0.02 0.67 -0.24 -0.0400
H 0.24122 -6.18848 -0.84927 0.00 -0.03 -0.18 0.0000
C 5.24512 0.63652 4.86653 0.30 -0.10 0.18 0.0004
C -0.10948 -2.51738 2.75973 0.14 -0.15 -0.01 0.0015
N -1.89748 1.62912 1.27003 0.49 -0.43 0.92 0.0029
C -1.35988 4.76682 -2.12807 0.03 -0.15 -0.05 0.0104
H -2.49778 -2.24338 -2.59427 -0.29 0.17 -0.14 0.0006
C 3.07032 -0.91038 5.57703 -0.33 0.31 -0.42 -0.0015
H 2.84912 -3.85898 2.17553 -0.06 -0.03 0.12 0.0001
N -0.55938 -2.31438 -1.78177 0.67 -0.55 0.07 0.0146
C 1.19962 0.87142 2.91493 1.64 -0.91 0.93 0.0088
P 1.77992 -3.24478 -0.57237 0.47 1.64 0.24 0.0002
H 2.25942 3.62422 -2.22167 0.03 0.01 -0.14 0.0003
H 6.09002 1.25082 4.58603 0.06 0.04 0.04 -0.0001
H 3.90642 1.73732 3.64333 -0.06 0.05 -0.12 0.0002
H -0.82038 1.24062 3.47483 0.13 -0.04 -0.14 -0.0006
H -0.17298 -0.25008 -3.38327 0.16 0.00 -0.06 -0.0063
H 4.68172 -0.07238 -2.90337 0.15 0.06 -0.05 0.0002
N -0.27258 -4.50958 -1.97787 -0.17 1.07 -0.03 -0.0008
N 0.94042 -3.07068 2.08163 -0.16 0.75 -0.41 -0.0012
C -2.56298 1.17682 0.01623 0.03 0.72 -0.85 -0.0070
N 1.74432 -0.56988 -1.53817 0.24 -0.48 0.32 0.0158
Co -0.09808 -0.11878 -0.87997 -0.87 -2.07 0.52 0.9288
H -0.64438 4.60442 0.79463 -0.15 0.11 0.03 0.0000
O -3.64068 -1.33508 0.81433 0.27 -0.18 -0.02 -0.0008
H 2.24702 1.18462 -2.60797 -0.23 0.27 0.05 -0.0005
H 0.45522 0.85112 -4.61807 0.16 0.06 0.00 0.0000
H 0.26742 3.10342 0.82673 0.09 0.04 0.08 0.0023
H -6.80678 2.79522 1.00693 -0.11 0.09 0.06 0.0000
C -1.66048 1.05512 -4.21467 -0.07 -0.04 0.13 -0.0028
H -3.12628 3.14952 -4.47147 -0.07 -0.04 -0.14 0.0009
N -0.60648 1.33732 1.41253 -0.22 0.08 0.88 -0.0045
```
Positions in Å, forces in eV/Å.